63
Properties=species:S:1:pos:R:3:forces:R:3 method="wB97M-V/def2-TZVPD" lumo_ha=0.045 e_tot_ev=-45612.66088 spin_multiplicity=1 orbital_gap_ev=3.876 relative_energy_ev=0.6354 homo_energy_ev=-2.7 total_charge=-1
N -0.15126 0.12414 -1.09580 0.51 -0.91 0.85
H -0.38508 0.68362 -1.90353 -0.88 2.25 -2.17
H -1.01613 -0.06239 -0.60866 -1.24 -0.31 -0.17
H 0.55220 0.51974 -0.48858 0.26 -0.07 -0.17
H 0.07888 -0.73751 -1.56982 0.33 -0.54 0.34
C -2.24386 -3.25486 -0.95831 0.79 -1.15 -0.12
C -3.07420 -2.02448 -0.81202 1.22 2.53 -1.72
O -2.60886 -0.96142 -1.62665 -0.14 -1.16 1.34
H -2.01488 -3.56087 -1.97911 -0.58 0.14 -0.37
H -2.69598 -4.09580 -0.43247 -0.04 -0.39 0.16
H -1.23763 -3.11961 -0.56168 0.16 0.24 0.45
H -2.95875 -1.72352 0.22922 -0.46 -0.05 0.98
H -4.12424 -2.24086 -1.00879 -0.56 -0.27 0.05
C 0.24515 3.50499 -4.83471 0.44 -0.86 1.35
C 0.04843 2.72159 -3.49014 -1.76 -1.76 0.49
O -0.80163 1.59268 -3.38099 1.59 1.11 -0.50
H -0.69058 3.88601 -5.24379 0.17 -0.01 -0.12
H 0.84185 2.91534 -5.53068 -0.52 -0.31 -0.35
H 0.95391 4.27896 -4.54022 -0.23 0.74 -0.15
H -0.30977 3.39493 -2.71142 -0.18 1.24 0.11
H 1.04874 2.49083 -3.12375 1.04 -0.23 -0.09
C 2.83036 -6.20866 -0.62233 0.08 0.14 -1.67
C 2.36208 -5.02984 -0.09281 1.32 -0.25 -0.33
C 2.09052 -3.95471 -0.94054 0.19 0.16 0.19
C 2.27672 -4.07422 -2.32367 -0.95 0.14 1.65
C 2.66882 -5.29876 -2.85969 -0.23 0.59 -1.17
C 2.92288 -6.35800 -2.04042 -0.13 -0.73 2.54
N 1.77745 -2.93877 -3.15977 -0.53 -0.04 -1.19
O 0.98990 -2.14941 -2.66328 1.02 -0.70 0.05
O 2.08740 -2.92017 -4.35047 0.22 -0.30 1.12
H 3.20441 -6.97414 0.04139 -0.27 -0.31 -0.08
H 2.47986 -4.97895 0.97954 -0.71 0.69 0.13
H 1.81535 -3.03581 -0.44427 -0.26 0.23 -0.44
H 2.73611 -5.41280 -3.93154 -0.06 0.10 -0.10
H 3.11138 -7.37734 -2.34344 0.34 0.20 -0.73
C -2.13173 -1.28444 5.74244 0.14 -1.52 0.79
C -1.39377 -2.46524 5.49251 0.23 0.61 -0.56
C -0.62592 -2.54393 4.35167 0.67 2.15 -2.39
C -0.50070 -1.36449 3.47659 -1.01 -2.08 2.73
C -1.28755 -0.26045 3.78893 1.19 0.69 -1.28
C -2.08844 -0.19970 4.92246 -0.07 -0.50 -0.23
N 0.48264 -1.38513 2.35847 -0.72 -0.89 -1.21
O 0.92036 -2.44000 1.88775 -0.61 0.24 1.48
O 0.74223 -0.32726 1.85376 0.15 1.16 0.21
H -2.79841 -1.29344 6.59206 0.06 0.16 0.23
H -1.36970 -3.28618 6.19384 -0.37 -0.09 -0.03
H -0.11986 -3.40158 3.93366 0.16 -0.36 0.66
H -1.23556 0.59675 3.13402 0.08 0.14 -0.09
H -2.71816 0.63817 5.18291 0.16 0.25 -0.41
C -0.04689 7.66779 0.32596 0.83 -1.28 -0.04
C -0.45986 7.24834 1.61099 1.21 1.42 -2.33
C -0.22545 5.93459 1.95158 -1.37 -0.66 1.45
C 0.14249 4.96582 1.04455 0.18 0.23 -1.11
C 0.57369 5.40374 -0.24052 0.70 -1.71 1.48
C 0.63371 6.74755 -0.50491 -1.61 0.71 0.08
N 0.05868 3.47912 1.45061 1.20 -0.06 -1.63
O 0.21355 2.63060 0.56930 -0.33 1.54 0.73
O -0.06481 3.20439 2.62032 -0.38 0.47 0.34
H -0.17114 8.64443 -0.11802 -0.14 0.34 0.61
H -0.81677 8.04026 2.25277 -0.27 -0.49 0.48
H -0.52550 5.65943 2.95192 0.12 -0.40 0.10
H 1.00431 4.69746 -0.93488 -0.27 -0.21 -0.14
H 0.99901 7.07348 -1.46757 0.09 0.00 -0.03